No. 1
Formula: C32H52BBrFN2O14PS5
Source: the Open Molecules 2025 dataset
Level of theory: the ωB97M-V functional and the def2-TZVPD basis

Output
LUMO energy, eV: -1.318
ΔE to the lowest compared entry with this formula, charge and spin, kcal/mol: 281.2
Structure (SMILES): C=Cc1cc2c(c([PH2]=O)c1C[C@H](O)CN)N(S)c1c(CCCC)c(CC(=O)F)c(Br)c(B(O)O)c1S2.CCOS(C)(=O)=O.CCOS(C)(=O)=O.CCOS(C)(=O)=O
M, g/mol: 989.79

```
! wB97M-V def2-TZVPD RIJCOSX def2/J DEFGRID3
* xyz 0 1
C -4.96 -4.24 -5.95
C -3.82 -3.52 -6.52
C -2.59 -2.99 -5.63
C -1.24 -3.77 -5.68
C -0.04 -3.21 -4.84
C -0.14 -1.91 -3.96
C -1.53 -1.16 -3.90
P -1.68 0.39 -2.81
O -2.99 0.41 -1.96
C -2.76 -1.70 -4.73
C -4.20 -0.98 -4.75
C -4.26 0.10 -5.99
O -3.02 0.09 -6.77
C -4.72 1.58 -5.52
N -3.62 2.59 -5.78
N 0.98 -1.32 -3.18
S 2.06 -0.60 -4.40
C 1.77 -2.32 -2.43
C 2.24 -2.02 -0.95
C 1.87 -0.68 -0.16
C 2.07 0.68 -1.00
C 3.60 0.97 -1.45
C 3.65 2.56 -1.79
C 3.10 -3.13 -0.19
C 3.65 -2.96 1.32
C 5.23 -2.59 1.33
O 5.95 -3.05 2.26
F 5.85 -1.81 0.30
C 3.48 -4.50 -0.88
Br 4.53 -5.92 0.03
C 3.01 -4.80 -2.33
B 3.41 -6.25 -2.98
O 2.77 -7.42 -2.36
O 4.34 -6.45 -4.05
C 2.19 -3.70 -3.07
S 1.63 -4.05 -4.82
H -4.93 -5.37 -5.81
H -5.87 -3.58 -5.65
H -3.81 -3.31 -7.64
H -1.16 -4.71 -6.35
H -0.60 0.28 -1.85
H -1.57 1.60 -3.61
H -4.46 -0.45 -3.76
H -5.05 -1.73 -4.92
H -5.10 -0.29 -6.70
H -3.22 -0.25 -7.67
H -5.62 1.95 -6.14
H -5.05 1.57 -4.43
H -2.76 2.23 -5.33
H -3.48 2.72 -6.79
H 1.38 0.57 -4.76
H 2.42 -0.54 0.84
H 0.74 -0.76 0.11
H 1.80 1.55 -0.27
H 1.39 0.80 -1.90
H 3.84 0.44 -2.45
H 4.38 0.67 -0.64
H 4.63 2.85 -2.34
H 2.77 2.85 -2.48
H 3.50 3.20 -0.83
H 3.59 -3.99 1.85
H 3.03 -2.25 1.97
H 2.32 -7.96 -3.05
H 4.48 -7.43 -4.13
O 2.54 1.68 3.72
S 2.52 0.47 4.50
O 1.63 -0.62 4.20
O 2.38 0.85 6.06
C 1.29 1.68 6.47
C -0.01 0.90 6.54
C 4.18 -0.16 4.58
H 1.20 2.54 5.81
H 1.54 2.06 7.47
H -0.33 0.58 5.55
H -0.80 1.51 6.98
H 0.12 -0.01 7.14
H 4.85 0.64 4.86
H 4.44 -0.55 3.59
H 4.21 -0.97 5.31
O 1.75 7.03 -3.56
S 1.55 6.45 -2.26
O 1.61 5.03 -2.05
O 0.16 7.01 -1.64
C -1.03 6.87 -2.42
C -1.58 5.46 -2.36
C 2.63 7.24 -1.10
H -0.86 7.19 -3.45
H -1.77 7.56 -1.99
H -0.91 4.76 -2.87
H -2.56 5.40 -2.85
H -1.68 5.12 -1.33
H 2.55 8.32 -1.22
H 3.65 6.91 -1.32
H 2.35 6.93 -0.09
O -1.63 0.13 8.83
S -2.52 0.18 9.97
O -2.09 -0.22 11.28
O -3.89 -0.60 9.60
C -3.80 -1.94 9.13
C -3.56 -2.92 10.26
C -3.21 1.81 10.07
H -3.04 -2.03 8.35
H -4.76 -2.17 8.66
H -2.56 -2.78 10.69
H -3.63 -3.95 9.91
H -4.28 -2.77 11.07
H -3.58 2.10 9.09
H -2.42 2.49 10.39
H -4.02 1.80 10.81
*
```


No. 2
Formula: C18H26N2
Source: the Open Molecules 2025 dataset
Level of theory: the ωB97M-V functional and the def2-TZVPD basis

Output
LUMO energy, eV: -7.429
M, g/mol: 270.42

```
! wB97M-V def2-TZVPD RIJCOSX def2/J DEFGRID3
* xyz 2 1
C -4.05 1.78 -0.72
C -4.93 0.94 -1.68
C -4.76 1.28 -3.17
C -3.52 0.68 -3.88
N -2.41 0.29 -2.97
C -2.42 -0.94 -2.45
C -1.44 -1.34 -1.58
C -0.43 -0.44 -1.27
C 0.66 -0.78 -0.30
C 2.00 -0.78 -0.64
C 2.92 -1.07 0.34
N 2.53 -1.34 1.58
C 3.54 -1.62 2.67
C 3.78 -0.32 3.46
C 4.60 -0.55 4.72
C 4.47 0.74 2.56
C 1.24 -1.35 1.91
C 0.26 -1.08 1.01
C -0.43 0.82 -1.86
C -1.43 1.17 -2.71
H -4.52 1.74 0.27
H -3.03 1.39 -0.60
H -4.00 2.84 -1.01
H -4.82 -0.13 -1.45
H -5.97 1.20 -1.42
H -5.64 0.89 -3.71
H -4.79 2.37 -3.30
H -3.11 1.45 -4.55
H -3.75 -0.16 -4.53
H -3.23 -1.60 -2.71
H -1.45 -2.34 -1.16
H 2.30 -0.55 -1.65
H 3.97 -1.03 0.07
H 4.43 -1.99 2.16
H 3.09 -2.41 3.28
H 2.79 0.10 3.68
H 4.74 0.38 5.28
H 4.12 -1.25 5.42
H 5.60 -0.93 4.47
H 3.80 1.08 1.76
H 5.35 0.28 2.10
H 4.84 1.58 3.15
H 0.99 -1.57 2.95
H -0.80 -1.09 1.26
H 0.37 1.51 -1.60
H -1.46 2.15 -3.18
*
```


No. 3
Formula: C3H6N2
Source: the Open Molecules 2025 dataset
Level of theory: the ωB97M-V functional and the def2-TZVPD basis

Output
LUMO energy, eV: 0.955
ΔE to the lowest compared entry with this formula, charge and spin, kcal/mol: 62.6
Structure (SMILES): C=NCN=C
M, g/mol: 70.09

```
! wB97M-V def2-TZVPD RIJCOSX def2/J DEFGRID3
* xyz 0 1
C 1.85 -0.46 0.08
C -1.88 -0.42 0.37
C -0.12 0.90 -0.27
N 0.89 0.04 0.70
N -1.41 0.64 -0.14
H 2.63 -1.03 0.57
H 1.93 -0.37 -0.98
H -2.96 -0.58 0.30
H -1.34 -1.36 0.65
H -0.03 1.90 0.02
H 0.43 0.74 -1.30
*
```


No. 4
Formula: C5H7LaO4
Source: the Open Molecules 2025 dataset
Level of theory: the ωB97M-V functional and the def2-TZVPD basis

Output
LUMO energy, eV: -8.850
ΔE to the lowest compared entry with this formula, charge and spin, kcal/mol: 0.0
M, g/mol: 270.01

```
! wB97M-V def2-TZVPD RIJCOSX def2/J DEFGRID3
* xyz 2 1
O 1.04 1.94 0.59
La 0.22 -0.21 1.61
C 2.06 2.54 0.14
C 2.64 2.02 -1.13
H 2.11 3.63 0.29
H 3.41 1.48 -0.40
H 1.79 2.00 -1.83
H 3.30 2.78 -1.58
C 1.27 -0.76 -1.89
C 0.32 -0.58 -0.92
O -1.02 -0.53 -1.49
C -1.99 -0.58 -0.63
O -1.86 -0.51 0.60
O -3.16 -0.62 -1.22
H 2.23 -1.16 -1.56
H 1.00 -0.83 -2.94
H -3.84 -0.21 -0.66
*
```